Record 1
Computed, not measured: a cluster of 2 separate species, C2H9N2 in total, with ωB97M-V/def2-TZVPD.

CARTESIAN COORDINATES (ANGSTROEM)
C 1.248 0.000 0.187
N 1.037 1.280 -0.612
C 0.080 -0.864 0.107
N -2.199 0.235 0.517
H 1.572 0.538 1.102
H 2.111 -0.580 -0.180
H 0.429 1.074 -1.402
H 1.989 1.388 -1.011
H -0.107 -1.592 0.919
H -0.202 -1.277 -0.882
H -2.356 0.124 -0.480
H -2.495 -0.402 1.247
H -1.107 0.077 0.490

Forces on atoms 1 to 3 (eV/Å):
C -1.13 3.66 0.08
N 1.48 -1.81 -0.69
C 0.99 -2.43 0.48

For the total energy, the calculation gives -190.68902 Eh. For the HOMO-LUMO gap, the calculation gives 7.194 eV. The energy above the lowest of the compared OMol25 structures with the same formula, charge and spin is 116.26 kcal per mole. The LUMO energy is -0.288 Eh. The charge is +1. Its spin multiplicity is 1. The calculation puts the HOMO energy at -0.552 Ha.

Population analysis type Mulliken, resulting atomic charges in e: atom 1 (C): -0.257, atom 2 (N): -0.549, atom 3 (C): -0.589, atom 4 (N): -0.528, atom 5 (H): 0.295, atom 6 (H): 0.399, atom 7 (H): 0.236, atom 8 (H): 0.281, atom 9 (H): 0.428, atom 10 (H): 0.412, atom 11 (H): 0.334, atom 12 (H): 0.328, atom 13 (H): 0.211


Record 2
Computed, not measured: an isolated molecule of C2H9N2O, with ωB97M-V/def2-TZVPD.

CARTESIAN COORDINATES (ANGSTROEM)
C -0.965 -0.509 0.434
N -0.832 -0.909 -1.010
H -0.606 -1.369 1.005
H -2.022 -0.360 0.596
H 0.171 -0.912 -1.266
H -1.309 -0.198 -1.622
N -0.283 0.709 0.706
C 1.017 1.094 0.222
O 1.755 -0.060 -0.183
H -0.635 1.201 1.512
H -1.289 -1.855 -1.159
H 0.957 1.763 -0.640
H 1.533 1.623 1.003
H 2.508 -0.218 0.401

Forces on atoms 1 to 3 (eV/Å):
C 0.57 -0.17 -0.27
N -0.02 0.66 0.12
H -0.03 -0.05 -0.04

For the total energy, the calculation gives -266.20503 Eh. For the HOMO-LUMO gap (spin up / spin down), the calculation gives 3.988 / 9.845 eV. The energy above the lowest of the compared OMol25 structures with the same formula, charge and spin is 43.60 kcal per mole. The LUMO energy (spin up / spin down) is 0.025 / 0.014 Eh. The charge is 0. Its spin multiplicity is 2. The calculation puts the HOMO energy (spin up / spin down) at -0.122 / -0.347 Ha.

Population analysis type Mulliken, resulting atomic charges in e: atom 1 (C): -1.475, atom 2 (N): -2.014, atom 3 (H): 0.363, atom 4 (H): 0.642, atom 5 (H): 0.419, atom 6 (H): 0.744, atom 7 (N): 0.111, atom 8 (C): -0.705, atom 9 (O): -0.158, atom 10 (H): 0.253, atom 11 (H): 1.024, atom 12 (H): 0.275, atom 13 (H): 0.318, atom 14 (H): 0.204